A cluster of 2 separate species, CH6OS2 in total at a distorted geometry. Source: the OMol25 dataset; level of theory: ωB97M-V/def2-TZVPD.

Structure (XYZ):
```
10
Properties=species:S:1:pos:R:3:forces:R:3:mulliken_charge:R:1
S 1.695 0.096 0.918 0.1888 -0.5652 -0.1298 -0.19
S 0.922 -0.442 -0.934 0.6979 -0.1314 -0.0652 -0.17
H 1.570 1.397 0.750 -0.1933 0.6452 -0.0010 0.14
H -0.017 -1.225 -0.419 -0.3764 0.0154 0.0094 0.15
C -2.913 0.250 -0.396 0.9597 0.2811 0.7763 -0.48
O -1.713 0.197 0.392 -0.1750 -0.2135 0.0055 -0.39
H -3.086 1.276 -0.718 -0.3007 -0.0473 -0.1600 0.26
H -3.739 -0.135 0.201 -0.2634 0.0304 -0.2453 0.23
H -2.710 -0.381 -1.256 -0.2495 -0.0360 -0.1096 0.18
H -1.608 0.964 0.960 -0.2882 0.0213 -0.0804 0.26
```
Forces are in eV/Å.

LUMO level: 0.017 hartree
SMILES string: CO.SS
multiplicity: 1
energy above the lowest of the compared OMol25 structures with the same formula, charge and spin: 75.7 kJ/mol
E: -913.2736 Ha
frontier orbital gap: 9.1 eV

A cluster of 2 separate species, C5H13NO in total at a distorted geometry. Source: the OMol25 dataset; level of theory: ωB97M-V/def2-TZVPD.

Structure (XYZ):
```
20
Properties=species:S:1:pos:R:3:forces:R:3:mulliken_charge:R:1
C 0.919 -1.374 1.984 1.2789 -0.5615 -0.1364 -0.84
N 0.697 -0.264 1.000 -0.5208 -3.6511 1.8502 -0.31
C -0.171 -0.847 -0.005 1.4514 3.5522 0.7450 0.77
C -0.449 -2.117 -0.243 -0.5167 0.3707 -1.2105 -0.42
C -1.663 -2.476 -1.119 2.5241 0.4134 -2.0145 -1.24
C -0.794 0.354 -0.603 -3.6693 1.3529 1.9646 -1.12
H 1.535 -1.138 2.911 -1.2794 0.3227 -0.9657 0.28
H -0.113 -1.833 2.138 1.6337 0.6752 0.4293 0.34
H 1.559 -2.159 1.496 -0.6259 0.2561 0.4864 0.25
H 1.536 0.173 0.680 0.4692 0.2303 -0.3380 0.23
H 0.386 -2.819 -0.114 -1.0302 -0.2531 0.5691 0.30
H -2.422 -1.716 -1.344 -0.2641 -0.3933 1.3953 0.31
H -1.281 -2.478 -2.177 0.0477 -0.6136 0.5729 0.28
H -1.922 -3.492 -0.904 -1.0023 -0.2639 0.0957 0.35
H -0.753 1.328 0.049 0.2264 -2.1270 -0.7831 0.26
H -1.912 0.096 -0.564 1.2644 0.8430 -1.0553 0.33
H -0.389 0.673 -1.521 0.0139 -0.1459 -1.6056 0.24
H 0.353 4.955 -0.707 2.0514 1.0793 -0.0971 0.33
H 1.444 5.695 -1.597 -0.3167 -0.3031 0.7290 0.32
O 1.256 5.415 -0.679 -1.7357 -0.7834 -0.6311 -0.65
```
Forces are in eV/Å.

LUMO level: 0.027 hartree
SMILES string: C/C=C(\C)NC.O
multiplicity: 1
energy above the lowest of the compared OMol25 structures with the same formula, charge and spin: 314.9 kJ/mol
E: -328.1989 Ha
frontier orbital gap: 8.9 eV

A cluster of 2 separate species, C4H10NP in total at a distorted geometry. Source: the OMol25 dataset; level of theory: ωB97M-V/def2-TZVPD.

Structure (XYZ):
```
16
Properties=species:S:1:pos:R:3:forces:R:3:mulliken_charge:R:1
C 0.640 0.572 -0.176 0.5717 -1.4412 -0.4218 0.51
C 0.392 2.027 -0.385 -0.7418 -2.0610 -0.9155 -1.11
C 1.653 -1.336 0.813 4.9801 1.1303 -1.8817 -0.50
C -1.210 -0.814 -1.038 1.6003 1.6278 0.5040 -0.64
N 1.570 0.042 0.442 -1.1759 1.8850 -1.0019 -0.40
P -1.727 -0.612 0.640 -1.1377 0.6882 1.1331 -0.12
H 0.041 2.271 -1.367 -0.0647 0.0539 -0.5327 0.31
H 1.219 2.572 -0.087 1.8399 1.0467 0.3866 0.40
H -0.367 2.203 0.304 -1.6345 0.8351 1.1171 0.28
H 2.438 -1.396 1.583 -1.2062 -0.2842 0.5918 0.27
H 2.253 -1.792 -0.027 -1.3221 -0.2461 0.4424 0.24
H 0.668 -1.547 0.920 -2.5815 -2.2853 0.9928 0.12
H -1.688 -0.277 -1.880 0.4846 -0.6609 0.4648 0.34
H -0.751 -1.794 -1.156 0.0165 0.2921 -0.5952 0.32
H -3.139 -0.927 0.749 0.3306 0.0696 -0.3153 0.04
H -1.992 0.809 0.667 0.0411 -0.6500 0.0315 -0.06
```
Forces are in eV/Å.

LUMO level (spin up / spin down): 0.009 / 0.009 hartree
multiplicity: 1
energy above the lowest of the compared OMol25 structures with the same formula, charge and spin: 388.5 kJ/mol
E: -554.3367 Ha
frontier orbital gap (spin up / spin down): 7.9 / 7.9 eV

A structure of composition C17H39FNO4Si2 at a distorted geometry. Source: the OMol25 dataset; level of theory: ωB97M-V/def2-TZVPD.

Structure (XYZ):
```
64
Properties=species:S:1:pos:R:3:forces:R:3:mulliken_charge:R:1
C 8.940 0.628 0.499 0.3352 -0.0495 0.4440 -0.83
C 7.718 -0.450 0.706 -0.4363 0.2278 0.7301 -0.36
C 6.437 -0.218 -0.290 0.6270 0.0322 -0.2574 -0.64
C 4.992 -0.755 0.352 1.5571 -0.6407 -0.7962 -0.39
C 4.055 -1.223 -0.910 0.7228 0.1215 -0.6877 -0.69
Si 2.239 -0.482 -0.844 1.0009 -1.2006 -2.7941 0.43
C 1.148 -1.854 -0.031 -1.5975 0.6800 2.1986 -0.11
O 0.975 -3.045 -0.883 1.1621 2.6608 -1.4251 -0.17
N -0.220 -3.637 -0.623 1.8252 -2.8261 5.1108 0.19
O -0.025 -4.196 0.470 -2.6417 0.9926 -3.1316 -0.30
O 1.781 -0.105 -2.498 -1.1683 -0.2283 3.0726 -0.36
Si 0.037 0.116 -2.669 0.0044 0.4721 -1.5573 0.38
C -0.434 1.971 -3.061 0.2017 1.1526 -0.8002 -0.61
C -1.874 2.434 -2.430 -0.6852 0.5057 -0.6408 -0.37
C -1.784 3.563 -1.244 0.5297 0.0306 0.4152 -0.76
C -1.311 2.975 0.226 -0.5058 0.3441 -0.4720 -0.47
C -2.144 1.622 0.626 0.5425 -1.3577 -0.5872 0.29
C -2.051 1.187 2.204 0.4837 1.2352 0.6070 -0.55
C -3.483 1.143 3.001 0.1010 -0.5320 0.6883 -0.64
C -4.518 -0.030 2.511 0.0328 -0.5517 0.9310 -0.44
C -3.868 -1.167 1.525 -1.3716 -0.1214 -1.1000 -0.01
C -4.979 -2.386 1.254 1.4958 0.2557 -0.2771 -0.60
O -6.311 -1.807 1.014 0.9631 -1.6308 -1.4833 -0.32
C -6.859 -2.189 -0.297 -1.2654 0.2321 -0.6872 -0.60
H 8.609 1.565 -0.124 0.6078 -1.9339 1.0649 0.28
H 9.855 0.091 -0.018 -1.8472 1.2925 0.9383 0.21
H 9.317 1.050 1.548 -0.7902 -1.0292 -2.2663 0.23
H 8.143 -1.553 0.586 -1.0100 2.3325 0.2881 0.27
H 7.302 -0.342 1.820 0.9860 -0.2984 -2.3397 0.24
H 6.700 -0.775 -1.311 -0.8564 1.0968 2.1936 0.26
H 6.366 0.929 -0.567 0.0446 -2.2662 0.6523 0.23
H 4.529 0.104 1.016 0.8777 -1.8783 -1.3090 0.28
H 5.290 -1.704 1.004 -0.9043 2.1255 -1.1355 0.25
H 4.047 -2.404 -1.068 0.0455 2.5607 0.4827 0.35
H 4.561 -0.768 -1.890 -1.1861 -0.9958 1.9849 0.30
H 2.354 0.742 -0.021 -0.3711 -0.0465 0.1617 -0.19
H 1.603 -2.112 1.041 -0.8214 0.1807 -2.2285 0.33
H 0.049 -1.453 0.197 2.3645 -0.6704 -0.4571 0.08
H -0.342 -0.648 -3.885 0.3426 0.0356 0.1100 -0.27
H -0.745 -0.465 -1.581 0.3300 0.1374 0.4984 -0.08
H -0.554 2.039 -4.247 0.3924 -0.2348 2.4972 0.27
H 0.466 2.706 -2.809 -1.9131 -1.3242 -0.3312 0.26
H -2.499 2.935 -3.315 1.3220 -1.0241 1.8970 0.30
H -2.464 1.461 -2.141 0.9692 1.7071 -0.3384 0.20
H -0.961 4.352 -1.570 -1.7356 -1.4323 0.6150 0.32
H -2.797 4.155 -1.066 1.9581 -1.4137 -0.6320 0.29
H -0.137 2.781 0.125 -2.5344 0.2319 0.6212 0.10
H -1.532 3.833 1.026 0.7231 -1.8391 -1.5957 0.28
H -1.648 0.730 0.008 -1.3155 1.9398 1.1464 -0.45
H -3.283 1.631 0.269 2.5083 0.3014 0.7584 0.36
H -1.432 0.182 2.371 -1.5911 2.0745 -0.4720 0.20
H -1.399 2.030 2.743 -1.3193 -1.7472 -1.0019 0.37
H -3.232 0.921 4.145 -0.4579 0.5975 -2.3816 0.29
H -4.087 2.162 2.980 1.6068 -1.8969 -0.1216 0.19
H -5.482 0.487 2.082 2.0129 -1.3573 0.4612 0.20
H -4.875 -0.606 3.493 0.6212 1.2169 -2.0305 0.30
H -3.665 -0.710 0.441 -0.2001 -0.9938 2.3293 0.00
H -2.889 -1.673 1.924 -1.8566 1.1422 -0.5714 0.13
H -4.996 -3.179 2.134 -0.2290 1.7645 -1.5323 0.26
H -4.596 -2.947 0.300 -0.7789 1.0102 1.7214 0.38
H -8.045 -2.174 -0.178 2.5294 0.0011 -0.2167 0.21
H -6.566 -3.269 -0.655 -0.3529 2.0580 0.8915 0.27
H -6.583 -1.418 -1.161 -0.2991 -1.6035 1.9447 0.27
F -2.845 -0.778 -2.254 0.2153 0.3746 0.2024 -0.87
```
Forces are in eV/Å.

LUMO level: 0.072 hartree
multiplicity: 1
total charge: -1
E: -1705.3862 Ha
frontier orbital gap: 6.7 eV

A cluster of 2 separate species, C5H15N2S in total at a distorted geometry. Source: the OMol25 dataset; level of theory: ωB97M-V/def2-TZVPD.

Structure (XYZ):
```
23
Properties=species:S:1:pos:R:3:forces:R:3:mulliken_charge:R:1
C -1.566 -3.371 -1.097 0.5548 -0.0973 0.4138 -1.24
C -0.134 -2.924 -1.046 -0.3905 -0.0517 0.0818 0.67
C 0.711 -2.932 -2.055 0.5030 0.0377 -0.4401 -1.01
N 0.282 -2.354 0.224 -0.3493 0.2665 0.2587 -0.62
H -2.230 -2.554 -0.812 -0.1984 0.0297 -0.2759 0.32
H -1.732 -4.162 -0.363 0.0107 -0.0927 0.0130 0.35
H -1.783 -3.780 -2.077 -0.2629 0.1857 -0.0819 0.38
H 1.747 -2.616 -1.966 -0.0542 0.0039 0.1275 0.29
H 0.426 -3.301 -3.027 -0.1210 -0.0868 -0.0117 0.30
H -0.362 -2.614 0.968 0.0775 -0.1609 -0.0319 0.30
H 1.207 -2.674 0.504 -0.0081 0.0754 -0.0993 0.32
C 0.025 1.124 0.725 0.1410 0.0423 -0.4093 -0.82
C 0.235 2.592 0.278 -0.0144 -0.6138 0.0697 -0.51
S 0.202 3.710 1.673 -0.0086 0.0737 0.0014 0.32
N 0.127 0.178 -0.425 -0.0716 1.0604 -0.4063 -0.37
H -0.962 0.987 1.161 -0.0034 0.0277 0.1336 0.44
H 0.789 0.829 1.441 -0.0326 0.0095 0.1357 0.47
H -0.530 2.918 -0.430 -0.1070 0.1683 -0.0686 0.46
H 1.206 2.726 -0.218 0.0303 0.1302 0.0389 0.46
H 0.310 4.873 0.979 0.0094 -0.0504 -0.0046 0.33
H 0.150 -0.938 -0.066 0.2251 -0.6571 0.2621 0.39
H 0.996 0.317 -0.948 -0.0316 -0.1007 0.0799 0.37
H -0.627 0.326 -1.106 0.1018 -0.1998 0.2135 0.39
```
Forces are in eV/Å.

expectation value of S²: 0.75
LUMO level (spin up / spin down): -0.276 / -0.464 hartree
multiplicity: 2
total charge: +2
energy above the lowest of the compared OMol25 structures with the same formula, charge and spin: 61.0 kJ/mol
E: -706.4922 Ha
frontier orbital gap (spin up / spin down): 8.2 / 3.1 eV

A cluster of 2 separate species, C19H24F2N in total at a distorted geometry. Source: the OMol25 dataset; level of theory: ωB97M-V/def2-TZVPD.

Structure (XYZ):
```
46
Properties=species:S:1:pos:R:3:forces:R:3:mulliken_charge:R:1
C -5.354 -0.907 -2.299 -0.5570 0.2312 -0.2884 -1.46
C -4.057 -0.672 -1.617 0.3889 0.0275 0.1002 0.77
C -3.411 -1.728 -0.979 -0.1187 -0.7312 0.1908 0.28
F -4.007 -2.963 -1.031 0.6071 1.1452 0.1487 -0.33
C -2.224 -1.593 -0.292 0.4226 0.2499 -0.0947 -0.88
C -1.580 -0.317 -0.235 -0.9943 0.0466 -1.1256 0.51
C -0.368 -0.070 0.487 -0.3914 0.0169 1.5387 -0.32
C 0.528 -1.096 0.912 0.9798 -0.4868 -0.1208 0.90
C 0.600 -2.373 0.278 -0.1697 0.1735 0.3050 -1.20
C 1.323 -3.381 0.884 -0.2806 -0.6122 -0.6322 0.47
F 1.270 -4.644 0.349 0.1059 1.2370 0.3932 -0.33
C 2.098 -3.192 2.027 -0.3258 0.2420 -0.1198 0.74
C 2.799 -4.339 2.659 0.5152 -0.1756 0.3333 -1.44
C 2.161 -1.889 2.545 0.0035 0.0285 0.0435 -0.68
C 1.406 -0.861 2.009 -0.4160 0.0803 -0.1595 -0.59
C -2.232 0.762 -0.901 0.2986 -0.1281 0.3980 -0.40
C -3.426 0.581 -1.575 -0.0294 -0.1439 -0.0211 -0.83
H -5.774 0.049 -2.624 0.0022 -0.1920 -0.0032 0.38
H -5.239 -1.549 -3.183 0.0388 0.0923 0.2562 0.32
H -6.078 -1.393 -1.633 0.2427 0.0586 -0.1450 0.34
H -1.805 -2.459 0.212 -0.2853 0.2191 -0.0175 0.84
H -0.307 0.889 1.004 -0.1299 -0.6641 -0.0544 0.42
H 0.061 -2.567 -0.648 0.2374 -0.0569 0.2659 0.90
H 3.492 -3.967 3.417 -0.0622 -0.1253 -0.0822 0.38
H 2.097 -5.020 3.160 0.0244 0.1758 -0.2064 0.32
H 3.363 -4.932 1.932 -0.1774 0.1206 0.0708 0.34
H 2.810 -1.709 3.404 -0.2342 0.0030 -0.2384 0.35
H 1.446 0.140 2.445 -0.0264 -0.3350 -0.0907 0.36
H -1.759 1.746 -0.887 -0.1765 -0.2606 0.0204 0.36
H -3.902 1.417 -2.090 0.1676 -0.2040 0.1947 0.34
C 2.242 3.342 -1.742 0.1184 0.0127 -0.1532 -1.62
C 1.566 2.885 -0.450 -0.0685 0.1728 0.0657 1.17
C 2.555 2.984 0.699 0.1474 0.0496 0.1981 -1.58
C 0.350 3.760 -0.193 -0.2002 0.2846 0.1089 -1.66
N 1.102 1.485 -0.530 0.2204 -0.4133 -0.7370 -0.42
H 1.535 3.330 -2.581 0.1545 -0.0232 0.1204 0.41
H 2.604 4.371 -1.616 -0.0601 -0.2427 -0.1039 0.41
H 3.098 2.701 -1.988 -0.1549 0.1392 0.0253 0.38
H 2.114 2.612 1.632 0.0927 0.0816 -0.1108 0.31
H 3.460 2.404 0.472 -0.1504 0.0987 0.1237 0.43
H 2.850 4.031 0.849 -0.0400 -0.3178 -0.0077 0.43
H -0.234 3.395 0.662 0.1173 0.1083 -0.1032 0.31
H 0.675 4.786 0.023 -0.1895 -0.2257 -0.0839 0.47
H -0.301 3.792 -1.078 0.0761 0.0031 0.1848 0.37
H 1.885 0.833 -0.503 -0.0985 0.1889 -0.2615 0.34
H 0.571 1.326 -1.385 0.3755 0.0509 -0.1249 0.39
```
Forces are in eV/Å.

LUMO level: -0.195 hartree
multiplicity: 1
total charge: +1
energy above the lowest of the compared OMol25 structures with the same formula, charge and spin: 0.0 kJ/mol
E: -992.6245 Ha
frontier orbital gap: 7.2 eV

Q: Which of these has the highest E?
A: C5H13NO